DFT (ωB97M-V with the def2-TZVPD basis set) results for 2 unconnected molecules or ions with the total composition C2H6NO.

```
10
C2H6NO ωB97M-V with the def2-TZVPD basis set
O 1.173 -0.723 0.029
C 0.953 -1.149 1.147
H 1.380 -2.112 1.439
H 0.335 -0.572 1.848
C -1.559 0.574 -0.834
N -0.550 1.206 -0.395
H -2.512 1.031 -1.071
H -1.431 -0.494 -0.968
H 0.285 0.600 -0.187
H -0.576 2.206 -0.221
```

relative energy (zero: lowest compared OMol25 entry of this formula, charge and spin) = 84.58 kJ/mol
max |F| = 0.0137 Eh/bohr
net charge = +1
highest occupied orbital energy = -15.6 eV

These are the Mulliken partial charges, in e, on atoms 1 to 5: O -0.509; C -0.027; H 0.291; H 0.226; C -0.073